Record 1
C26H22CoN4O2 | the ωB97M-V functional and the def2-TZVPD basis

The multiplicity is 2. The orbital gap (alpha / beta) comes out at 0.23323 / 0.18004 hartree. The calculation puts the highest occupied orbital energy (alpha / beta) at -6.749 / -6.745 eV.

XYZ file:
```
55
Properties=species:S:1:pos:R:3:mulliken_spin:R:1
Co 0.026 0.634 -0.428 -0.02
O 1.834 0.545 -0.442 0.02
C 2.617 -0.488 -0.148 0.01
C 3.992 -0.236 -0.317 -0.01
C 4.955 -1.177 -0.037 0.01
C 4.584 -2.429 0.444 0.00
C 3.242 -2.691 0.620 0.01
C 2.228 -1.763 0.333 -0.01
C 0.837 -2.259 0.537 0.14
N -1.253 -2.018 0.512 0.04
C -2.547 -1.375 0.360 0.01
C -2.723 -0.369 -0.780 -0.01
N -1.903 0.839 -0.637 0.00
C -2.504 1.972 -0.723 0.00
C -1.921 3.272 -0.587 -0.01
C -2.736 4.397 -0.823 0.00
C -2.253 5.671 -0.686 0.00
C -0.916 5.842 -0.286 0.00
C -0.101 4.768 -0.037 0.00
C -0.573 3.441 -0.185 0.00
O 0.229 2.455 0.070 0.00
H 4.261 0.746 -0.685 0.00
H 5.999 -0.936 -0.189 0.00
H 5.325 -3.183 0.673 0.00
H 2.942 -3.666 0.988 0.00
H 0.865 -3.280 0.918 0.02
H -2.786 -0.887 1.310 -0.01
H -3.306 -2.147 0.203 0.00
H -3.778 -0.082 -0.796 0.00
H -2.494 -0.846 -1.734 0.00
H -3.580 1.959 -0.912 0.00
H -3.766 4.234 -1.122 0.00
H -2.884 6.527 -0.878 0.00
H -0.519 6.843 -0.172 0.00
H 0.929 4.899 0.269 0.00
C 0.398 0.154 3.625 0.36
C 0.019 -1.177 3.870 -0.07
C -0.334 -1.965 2.822 0.31
C -0.251 -1.498 1.426 -0.13
N -0.051 -0.076 1.301 0.28
C 0.323 0.656 2.317 -0.04
C -0.253 -2.196 -0.593 0.00
C -0.465 -3.379 -1.461 0.01
C -0.475 -3.285 -2.805 0.00
C -0.271 -2.035 -3.471 0.01
C -0.072 -0.949 -2.674 0.00
N -0.080 -0.995 -1.335 0.03
H 0.704 0.816 4.421 0.02
H -0.003 -1.562 4.880 0.00
H -0.641 -2.994 2.951 0.01
H 0.554 1.690 2.097 0.02
H -0.627 -4.325 -0.959 0.00
H -0.644 -4.179 -3.393 0.00
H -0.247 -1.949 -4.546 0.00
H 0.093 0.037 -3.108 0.00
```



Record 2
C64H144F6N8P | the ωB97M-V functional and the def2-TZVPD basis

As for the charge: +6. The multiplicity is 2. The orbital gap (alpha / beta) comes out at 0.06925 / 0.39423 hartree. The calculation puts the highest occupied orbital energy (alpha / beta) at -11.928 / -20.935 eV.

XYZ file:
```
223
Properties=species:S:1:pos:R:3:mulliken_spin:R:1
C -10.721 17.139 -14.988 -0.01
C -9.932 16.579 -13.828 0.01
C -10.538 15.303 -13.207 0.06
N -9.515 14.469 -12.345 -0.43
C -9.044 15.374 -11.181 0.44
C -10.171 13.279 -11.748 0.26
C -9.808 12.111 -12.662 -0.02
C -8.344 12.431 -13.012 0.06
C -8.285 13.905 -13.173 0.07
H -10.109 17.789 -15.614 0.00
H -11.677 17.544 -14.659 0.00
H -11.082 16.238 -15.484 0.00
H -9.778 17.418 -13.149 0.01
H -8.953 16.367 -14.258 0.01
H -10.963 14.729 -14.030 0.01
H -11.371 15.633 -12.587 -0.01
H -8.405 16.111 -11.667 0.01
H -8.326 14.873 -10.533 -0.04
H -9.875 15.706 -10.559 0.02
H -10.019 13.118 -10.680 -0.06
H -11.223 13.550 -11.656 0.00
H -10.025 11.289 -11.980 0.04
H -10.445 12.175 -13.544 -0.01
H -7.592 11.941 -12.392 -0.04
H -8.121 11.914 -13.945 0.01
H -7.377 14.301 -12.717 0.01
H -8.251 14.188 -14.225 0.01
C -1.231 15.100 -7.352 -0.01
C -2.560 14.429 -7.115 -0.01
C -2.891 14.139 -5.610 0.00
N -4.078 13.182 -5.313 -0.20
C -3.942 11.879 -6.064 0.02
C -5.379 13.939 -5.797 0.09
C -6.454 13.297 -4.831 -0.02
C -5.740 13.227 -3.467 0.02
C -4.220 12.985 -3.808 0.03
H -1.086 15.467 -8.368 0.00
H -0.343 14.535 -7.071 0.00
H -0.971 16.012 -6.814 0.00
H -2.593 13.541 -7.747 0.00
H -3.379 15.072 -7.436 0.06
H -3.134 15.075 -5.109 0.00
H -2.025 13.792 -5.046 0.01
H -3.754 12.022 -7.128 0.03
H -4.854 11.322 -5.849 0.01
H -3.093 11.324 -5.666 -0.01
H -5.625 13.814 -6.851 -0.07
H -5.241 15.018 -5.733 0.04
H -6.731 12.292 -5.150 0.08
H -7.321 13.937 -4.673 0.01
H -6.234 12.413 -2.936 -0.03
H -5.868 14.138 -2.882 -0.01
H -3.826 12.015 -3.507 0.01
H -3.754 13.742 -3.177 0.01
C -13.016 12.564 -4.396 -0.04
C -13.890 13.754 -4.427 -0.02
C -13.944 14.296 -5.875 -0.04
N -14.188 15.801 -6.103 -0.27
C -15.568 16.217 -5.600 0.02
C -14.081 16.110 -7.616 0.05
C -13.303 17.420 -7.761 0.22
C -12.915 17.879 -6.351 0.16
C -13.115 16.672 -5.431 -0.04
H -11.964 12.779 -4.583 0.02
H -13.297 11.783 -5.102 0.03
H -13.143 12.106 -3.416 0.00
H -13.341 14.478 -3.825 0.00
H -14.868 13.624 -3.965 0.00
H -14.852 13.862 -6.295 0.04
H -13.198 13.927 -6.579 0.13
H -15.634 17.305 -5.624 0.01
H -15.757 15.821 -4.603 0.01
H -16.301 15.817 -6.301 0.00
H -15.099 16.048 -8.000 -0.02
H -13.540 15.343 -8.170 0.16
H -13.975 18.121 -8.255 0.02
H -12.350 17.384 -8.288 -0.23
H -13.595 18.647 -5.982 0.02
H -11.922 18.328 -6.378 -0.07
H -13.281 16.873 -4.372 -0.01
H -12.250 16.015 -5.518 0.11
C -9.401 16.225 -3.353 0.00
C -9.287 17.747 -3.430 -0.09
C -9.828 18.317 -2.030 0.00
N -10.020 19.814 -1.954 -0.02
C -8.749 20.524 -2.381 0.01
C -11.223 20.363 -2.786 -0.01
C -12.321 20.808 -1.861 0.00
C -11.973 20.150 -0.559 0.00
C -10.424 20.185 -0.487 0.00
H -8.689 15.812 -2.639 0.01
H -9.188 15.734 -4.303 -0.01
H -10.400 15.843 -3.142 0.00
H -9.854 18.162 -4.264 0.11
H -8.232 18.001 -3.540 0.00
H -9.133 17.963 -1.268 0.00
H -10.817 17.904 -1.833 0.00
H -8.748 20.441 -3.468 0.00
H -7.932 19.948 -1.946 0.00
H -8.761 21.587 -2.140 0.00
H -10.888 21.221 -3.370 0.00
H -11.585 19.531 -3.390 0.02
H -12.348 21.898 -1.893 0.00
H -13.309 20.471 -2.175 0.00
H -12.419 20.702 0.268 0.00
H -12.432 19.181 -0.363 0.00
H -10.096 21.220 -0.392 0.00
H -9.933 19.448 0.149 0.00
C -6.783 3.718 -9.853 0.00
C -7.358 5.154 -9.797 0.01
C -6.594 6.003 -8.676 0.01
N -7.122 7.467 -8.399 -0.21
C -8.168 7.389 -7.253 -0.07
C -7.650 8.193 -9.681 0.10
C -7.433 9.724 -9.397 -0.27
C -6.448 9.851 -8.249 0.13
C -5.959 8.366 -7.943 0.05
H -7.057 3.188 -8.941 0.00
H -5.705 3.645 -9.993 0.00
H -7.361 3.231 -10.639 0.00
H -8.437 5.105 -9.651 0.00
H -7.266 5.736 -10.714 0.00
H -5.560 6.100 -9.007 0.00
H -6.528 5.473 -7.726 0.00
H -8.529 8.410 -7.130 0.10
H -7.801 6.851 -6.379 0.07
H -9.007 6.746 -7.521 0.02
H -8.658 7.846 -9.907 -0.03
H -6.887 7.912 -10.407 0.01
H -8.395 10.155 -9.122 0.13
H -7.275 10.207 -10.361 0.07
H -6.890 10.182 -7.309 0.10
H -5.635 10.523 -8.527 -0.11
H -5.676 8.130 -6.917 -0.01
H -5.113 8.176 -8.604 0.01
C -7.252 17.112 -6.087 0.16
C -7.104 16.804 -7.630 -0.61
C -6.765 18.075 -8.484 0.26
N -5.228 18.200 -8.866 -0.29
C -4.417 18.292 -7.538 0.05
C -4.782 17.019 -9.750 0.39
C -5.157 17.382 -11.111 -0.14
C -5.257 18.912 -11.117 0.00
C -4.893 19.443 -9.722 0.00
H -7.658 16.144 -5.793 -0.04
H -7.962 17.928 -5.953 0.02
H -6.279 17.270 -5.624 0.01
H -8.074 16.476 -8.002 0.06
H -6.450 15.953 -7.820 0.00
H -7.200 19.040 -8.224 0.08
H -7.242 17.929 -9.453 0.08
H -4.530 17.340 -7.020 -0.01
H -4.711 19.175 -6.972 0.02
H -3.357 18.415 -7.762 0.01
H -3.697 16.986 -9.654 0.07
H -5.081 16.042 -9.368 -0.20
H -4.318 17.094 -11.744 -0.02
H -6.028 16.847 -11.488 0.11
H -4.535 19.374 -11.790 0.00
H -6.174 19.286 -11.571 0.01
H -3.820 19.626 -9.772 0.01
H -5.525 20.286 -9.444 0.00
C -10.309 9.910 -4.503 -0.08
C -10.121 8.293 -4.348 -0.08
C -10.365 7.636 -3.069 0.04
N -10.148 6.081 -3.116 -0.03
C -10.921 5.451 -4.310 0.00
C -10.628 5.434 -1.820 0.00
C -9.407 5.352 -0.885 0.00
C -8.210 5.569 -1.838 0.00
C -8.734 5.605 -3.217 0.00
H -10.036 10.147 -5.531 0.05
H -9.866 10.578 -3.763 0.02
H -11.342 10.257 -4.471 0.02
H -9.101 8.107 -4.686 0.04
H -10.771 7.788 -5.062 0.06
H -11.398 7.765 -2.748 0.00
H -9.733 7.970 -2.245 0.00
H -11.930 5.809 -4.104 0.01
H -10.945 4.362 -4.266 0.00
H -10.569 5.805 -5.279 0.01
H -10.863 4.380 -1.968 0.00
H -11.371 6.036 -1.297 0.00
H -9.365 4.356 -0.444 0.00
H -9.314 6.070 -0.070 0.00
H -7.530 4.734 -1.668 0.00
H -7.696 6.519 -1.694 0.00
H -8.814 4.633 -3.704 0.00
H -8.108 6.288 -3.791 0.01
C -17.824 7.895 -6.371 0.00
C -16.514 8.098 -7.133 0.00
C -16.399 9.529 -7.760 0.00
N -15.023 9.949 -8.384 -0.08
C -13.926 9.669 -7.312 0.01
C -15.030 11.401 -9.017 -0.03
C -14.081 11.285 -10.245 -0.14
C -13.786 9.775 -10.464 -0.03
C -14.816 9.006 -9.656 0.02
H -18.650 8.124 -7.044 0.00
H -17.972 8.445 -5.441 0.00
H -17.992 6.835 -6.179 0.00
H -16.440 7.378 -7.948 0.00
H -15.689 7.887 -6.451 0.01
H -16.424 10.256 -6.948 0.01
H -17.257 9.745 -8.397 0.00
H -13.117 10.351 -7.574 0.08
H -13.601 8.629 -7.332 -0.02
H -14.186 9.936 -6.287 0.01
H -14.832 12.129 -8.231 0.09
H -16.001 11.633 -9.455 0.00
H -13.202 11.922 -10.150 0.15
H -14.572 11.691 -11.129 -0.02
H -12.807 9.578 -10.028 0.05
H -13.800 9.462 -11.508 0.00
H -14.493 8.073 -9.196 -0.01
H -15.758 8.852 -10.183 0.00
P -9.668 13.096 -7.213 0.11
F -9.806 13.636 -5.705 0.01
F -11.145 12.378 -7.094 0.04
F -10.378 14.427 -7.866 -0.17
F -9.514 12.334 -8.682 0.03
F -8.158 13.775 -7.519 0.01
F -8.817 11.815 -6.625 -0.10
```



Record 3
C4H8ErO2 | the ωB97M-V functional and the def2-TZVPD basis

As for the charge: +3. The multiplicity is 4. The orbital gap (alpha / beta) comes out at 0.30688 / 0.20093 hartree. The calculation puts the highest occupied orbital energy (alpha / beta) at -21.283 / -20.455 eV.

XYZ file:
```
15
Properties=species:S:1:pos:R:3:mulliken_spin:R:1
C -0.326 -0.415 1.860 0.19
C -0.996 -0.007 0.596 -0.02
C -0.596 -0.535 -0.630 0.38
C -0.399 0.320 -1.727 0.07
O -0.128 -0.092 -2.891 0.21
Er 0.117 0.509 -5.310 2.00
H -0.365 0.385 2.610 0.00
H 0.184 -1.383 1.816 0.00
H -1.330 1.037 0.581 0.00
H -1.511 -0.834 1.926 0.11
H -0.353 -1.594 -0.738 0.01
H -0.507 1.406 -1.569 0.00
H 1.845 0.313 0.394 0.00
O 1.845 0.685 1.293 0.05
H 2.519 0.205 1.789 0.00
```



Record 4
C6H8HgO6 | the ωB97M-V functional and the def2-TZVPD basis

As for the charge: -1. The multiplicity is 2. The orbital gap (alpha / beta) comes out at 0.21208 / 0.20360 hartree. The calculation puts the highest occupied orbital energy (alpha / beta) at -3.712 / -3.689 eV.

XYZ file:
```
21
Properties=species:S:1:pos:R:3:mulliken_spin:R:1
O 15.924 -2.466 -13.068 0.01
C 15.852 -2.853 -14.381 0.00
O 14.800 -2.609 -15.011 0.00
O 16.797 -3.589 -14.744 0.01
C 14.827 -1.690 -12.513 -0.03
H 14.741 -0.770 -13.116 0.02
H 13.912 -2.280 -12.677 0.00
C 14.968 -1.402 -11.050 0.73
H 14.832 -2.341 -10.480 0.01
H 16.025 -1.170 -10.813 0.03
O 11.074 -0.970 -9.568 0.00
C 11.085 -0.813 -10.900 -0.02
C 10.794 -2.349 -9.252 0.00
O 12.137 -0.360 -11.416 0.02
O 10.439 -1.811 -11.494 0.00
C 10.194 -2.873 -10.558 0.00
Hg 13.726 0.790 -10.076 0.20
H 10.091 -2.370 -8.414 0.00
H 11.743 -2.838 -8.990 0.00
H 9.111 -3.034 -10.505 0.00
H 10.691 -3.779 -10.921 0.00
```



Record 5
C14H56N10O14 | the ωB97M-V functional and the def2-TZVPD basis

As for the charge: -1. The multiplicity is 2. The orbital gap (alpha / beta) comes out at 0.10012 / 0.33349 hartree. The calculation puts the highest occupied orbital energy (alpha / beta) at -0.345 / -6.743 eV.

XYZ file:
```
94
Properties=species:S:1:pos:R:3:mulliken_spin:R:1
C 18.346 -10.502 -14.082 0.00
O 18.437 -9.750 -12.945 0.02
H 18.365 -11.590 -14.011 0.00
H 17.426 -10.309 -14.634 0.00
H 19.071 -10.386 -14.888 0.00
H 19.346 -9.733 -12.639 0.02
C 13.604 -11.220 -11.122 0.00
O 13.551 -12.374 -11.911 0.00
H 14.586 -10.777 -11.289 0.00
H 12.756 -10.583 -11.372 0.00
H 13.579 -11.320 -10.037 0.00
H 14.293 -12.980 -11.854 0.00
C 20.532 -13.498 -13.577 -0.03
O 20.878 -14.685 -14.313 -0.22
H 21.462 -13.156 -13.123 0.16
H 20.130 -12.678 -14.172 -0.02
H 19.828 -13.497 -12.745 -0.01
H 21.063 -15.375 -13.671 0.08
C 14.218 -15.670 -11.672 -0.01
O 14.993 -14.503 -11.569 0.00
H 13.477 -15.850 -10.893 0.00
H 13.749 -15.701 -12.655 0.00
H 14.874 -16.541 -11.665 0.01
H 15.894 -14.796 -11.726 0.00
C 20.848 -10.632 -11.012 -0.38
O 21.328 -10.120 -12.152 -0.09
H 21.513 -11.226 -10.384 0.19
H 20.524 -9.815 -10.367 0.04
H 19.981 -11.280 -11.142 -0.05
H 22.139 -10.587 -12.365 0.05
C 17.375 -15.769 -13.548 -0.03
O 17.706 -15.626 -12.194 -0.39
H 18.066 -15.522 -14.354 -0.02
H 17.092 -16.820 -13.604 0.02
H 16.503 -15.148 -13.750 0.00
H 18.641 -15.434 -12.092 -0.01
C 18.554 -7.234 -10.582 0.00
O 18.166 -8.554 -10.273 0.01
H 19.155 -7.155 -11.488 0.00
H 17.791 -6.458 -10.651 0.00
H 19.267 -6.928 -9.817 0.00
H 17.565 -8.763 -10.992 0.00
C 14.603 -8.807 -7.134 0.00
O 14.118 -9.542 -8.311 0.00
H 15.562 -8.430 -7.488 0.00
H 13.974 -7.972 -6.825 0.00
H 14.715 -9.361 -6.201 0.00
H 14.782 -10.204 -8.518 0.00
C 16.332 -16.646 -8.155 -0.04
O 16.212 -18.036 -8.442 0.01
H 16.258 -16.543 -7.072 -0.01
H 17.237 -16.156 -8.514 0.03
H 15.542 -15.995 -8.531 0.01
H 16.883 -18.388 -9.031 0.00
C 16.999 -12.011 -9.525 -0.32
O 16.570 -11.052 -8.881 0.04
N 17.435 -13.138 -9.038 0.12
N 17.017 -12.047 -10.830 0.03
H 17.907 -13.631 -9.782 0.00
H 17.575 -13.256 -8.045 -0.02
H 17.573 -12.781 -11.243 -0.02
H 17.122 -11.139 -11.259 0.00
C 19.160 -14.404 -6.146 1.02
O 18.067 -13.933 -6.328 -0.20
N 20.215 -13.629 -6.083 -0.17
N 19.417 -15.653 -6.147 -0.12
H 20.215 -12.619 -6.066 0.09
H 21.107 -14.099 -6.143 -0.19
H 18.700 -16.332 -6.360 0.06
H 20.367 -15.967 -6.004 -0.23
C 19.114 -9.904 -6.568 0.10
O 19.749 -10.450 -5.726 -0.02
N 17.820 -9.599 -6.416 -0.01
N 19.642 -9.336 -7.572 -0.03
H 17.214 -9.822 -5.640 0.00
H 17.307 -9.249 -7.212 0.00
H 19.063 -8.938 -8.297 0.01
H 20.648 -9.272 -7.640 -0.01
C 15.344 -12.137 -5.156 0.01
O 14.767 -12.215 -6.274 0.00
N 14.740 -11.899 -4.036 0.00
N 16.620 -12.009 -4.935 0.01
H 13.738 -11.858 -4.164 0.00
H 15.293 -12.388 -3.348 0.00
H 17.168 -11.900 -4.093 0.00
H 17.035 -12.233 -5.828 0.00
C 21.380 -14.176 -10.052 8.77
O 20.273 -14.358 -10.471 -3.96
N 21.709 -13.745 -8.880 -1.68
N 22.421 -14.559 -10.690 -1.53
H 20.904 -13.829 -8.275 0.41
H 22.618 -13.938 -8.484 -0.12
H 23.316 -14.314 -10.291 -0.46
H 22.457 -15.056 -11.569 0.08
```



Record 6
C4H12N2O2 | the ωB97M-V functional and the def2-TZVPD basis

The orbital gap comes out at 0.36909 hartree. The calculation puts the highest occupied orbital energy at -9.139 eV.

XYZ file:
```
20
Properties=species:S:1:pos:R:3:lowdin_charge:R:1
C 0.084 -0.802 -1.573 -0.08
C -0.387 -1.186 -0.135 -0.40
C -0.355 0.100 0.722 -0.11
C 1.024 0.356 1.180 -0.55
N 1.330 0.153 2.486 0.17
O 1.873 0.810 0.413 0.02
N -1.734 -1.715 -0.235 0.02
H -0.535 0.023 -1.930 0.06
H -0.122 -1.452 -2.444 0.07
H 1.125 -0.488 -1.673 0.07
H 0.361 -1.879 0.273 0.14
H -0.688 1.011 0.215 0.10
H -1.040 -0.062 1.562 0.12
H 2.229 0.501 2.764 0.11
H 0.571 -0.016 3.128 0.10
H -1.785 -2.653 -0.612 0.07
H -2.378 -1.194 -0.814 0.07
H 0.078 3.588 -1.304 0.04
H 0.577 2.180 -0.999 0.02
O -0.226 2.725 -1.025 -0.06
```